Record 1
{
  "formula": "C38H36BeNO7P4S",
  "method": "ωB97M-V with the def2-TZVPD basis set",
  "elements": ["Be", "O", "S", "C", "C", "C", "C", "C", "C", "P", "C", "C", "C", "C", "C", "C", "C", "C", "C", "C", "C", "C", "C", "C", "C", "C", "C", "C", "P", "C", "C", "C", "C", "C", "C", "C", "C", "C", "C", "C", "C", "H", "H", "H", "H", "H", "H", "H", "H", "H", "H", "H", "H", "H", "H", "H", "H", "H", "H", "H", "H", "H", "H", "H", "H", "H", "H", "H", "H", "N", "C", "C", "P", "O", "O", "O", "P", "O", "O", "O", "H", "H", "H", "H", "H", "H", "H", "H"],
  "positions_angstrom": [[-1.71628, -0.40100, 0.04601], [-1.01448, -0.89786, 2.73224], [-0.24574, -0.12623, 1.72635], [-0.60097, 1.59133, 2.09286], [-0.53887, 2.09688, 3.38067], [-0.90292, 3.40981, 3.61392], [-1.30962, 4.21532, 2.55934], [-1.38763, 3.70014, 1.27642], [-1.06796, 2.36824, 1.03038], [-1.14036, 1.61872, -0.64113], [-2.68344, 2.06340, -1.49946], [-3.31225, 0.99052, -2.13691], [-4.47046, 1.17757, -2.87247], [-5.01508, 2.44771, -2.98185], [-4.39510, 3.52219, -2.36075], [-3.23033, 3.33775, -1.63354], [0.13078, 2.67034, -1.41841], [-0.05825, 3.20704, -2.68892], [0.87136, 4.09417, -3.21100], [1.99489, 4.44085, -2.47698], [2.20615, 3.87671, -1.22627], [1.28207, 2.99056, -0.69832], [1.49767, -0.31057, 2.14463], [1.85724, -0.27026, 3.48310], [3.17992, -0.43887, 3.84588], [4.13941, -0.65337, 2.87246], [3.78173, -0.72308, 1.53709], [2.45493, -0.57781, 1.13301], [1.99888, -0.70628, -0.66098], [3.63236, -0.41717, -1.46722], [3.92444, 0.88796, -1.86007], [5.10894, 1.18332, -2.51644], [6.01305, 0.17196, -2.80166], [5.72546, -1.13227, -2.42820], [4.54335, -1.42962, -1.76629], [1.93711, -2.52379, -0.92065], [1.39482, -2.93019, -2.13891], [1.33635, -4.27405, -2.47011], [1.81794, -5.22591, -1.57924], [2.36545, -4.82476, -0.36897], [2.43379, -3.47790, -0.04249], [-0.23240, 1.45726, 4.19593], [-0.85567, 3.80905, 4.61752], [-1.56858, 5.25063, 2.73635], [-1.69426, 4.34718, 0.46839], [-2.86561, 0.00342, -2.05812], [-4.94130, 0.33538, -3.36169], [-5.91491, 2.60140, -3.56177], [-4.81915, 4.51342, -2.44977], [-2.75077, 4.19702, -1.18865], [-0.93582, 2.93965, -3.26233], [0.70806, 4.52441, -4.19000], [2.70342, 5.15450, -2.87535], [3.09231, 4.13002, -0.65915], [1.45330, 2.55126, 0.27757], [1.09424, -0.13485, 4.23797], [3.45791, -0.40840, 4.89015], [5.17425, -0.79239, 3.15616], [4.53894, -0.91491, 0.78866], [3.21175, 1.67271, -1.65221], [5.31750, 2.20252, -2.81548], [6.93695, 0.39677, -3.31767], [6.41986, -1.92979, -2.65806], [4.33304, -2.45278, -1.48797], [1.01620, -2.18009, -2.82467], [0.90952, -4.57654, -3.41761], [1.77589, -6.27673, -1.83709], [2.73646, -5.56400, 0.32934], [2.85158, -3.18382, 0.91038], [-4.35891, -2.89648, 0.79666], [-3.29873, -2.48244, 1.80331], [-3.43170, -3.27472, 3.08797], [-3.57157, -0.62772, 2.08599], [-5.18827, -0.71230, 1.69646], [-3.53164, 0.07244, 3.37011], [-2.97696, 0.03677, 0.81815], [-1.69905, -2.92439, 0.92986], [-2.28346, -4.26166, 0.20686], [-0.47543, -3.26246, 1.65220], [-1.64150, -1.89615, -0.24037], [-5.23555, -2.41688, 1.04970], [-4.43045, -3.91280, 0.75643], [-4.06808, -2.55959, -0.12525], [-4.42222, -3.16022, 3.53119], [-2.69534, -2.89084, 3.79106], [-3.21536, -4.33131, 2.91808], [-5.62965, -0.02627, 2.21879], [-1.53719, -4.86676, 0.05486]],
  "forces_ev_per_angstrom": [[0.26, 0.09, -0.39], [-0.27, -0.19, 0.44], [0.56, 0.33, 1.27], [0.01, 0.14, -0.57], [0.07, -0.16, 0.14], [0.08, -0.05, 0.05], [-0.02, 0.01, -0.11], [-0.05, 0.03, 0.09], [0.00, -0.12, 0.06], [-0.29, 0.71, -0.25], [0.00, -0.05, -0.07], [0.16, 0.16, 0.15], [-0.02, -0.05, -0.04], [0.00, -0.07, 0.00], [-0.01, 0.09, 0.01], [0.00, -0.03, 0.03], [0.12, -0.26, -0.18], [0.00, -0.12, 0.07], [0.01, 0.03, -0.07], [-0.02, 0.01, 0.01], [-0.02, 0.06, 0.05], [-0.08, 0.03, -0.05], [0.56, -0.20, -1.01], [-0.40, 0.01, 0.02], [0.01, 0.01, 0.10], [0.13, -0.05, 0.03], [-0.15, -0.03, -0.01], [-0.36, 0.22, 0.32], [0.28, -0.30, -0.01], [-0.18, 0.20, -0.07], [0.02, -0.11, 0.04], [-0.01, 0.07, 0.01], [0.03, 0.00, 0.00], [0.02, -0.06, 0.01], [-0.01, 0.09, 0.00], [-0.25, 0.19, 0.11], [-0.09, 0.01, 0.11], [-0.02, 0.01, -0.01], [0.02, 0.00, -0.04], [0.00, -0.08, 0.01], [-0.20, -0.03, 0.07], [-0.05, 0.06, 0.02], [-0.02, 0.00, 0.01], [-0.01, 0.00, 0.01], [0.01, 0.00, 0.01], [-0.12, -0.05, -0.11], [-0.01, 0.01, -0.03], [-0.02, 0.01, 0.02], [0.02, 0.01, -0.01], [0.00, 0.01, -0.02], [-0.01, 0.06, -0.03], [0.01, -0.01, -0.01], [0.02, -0.02, -0.02], [0.00, 0.00, 0.02], [0.02, 0.08, 0.03], [0.04, -0.07, 0.01], [-0.01, 0.01, 0.02], [0.01, 0.03, 0.00], [0.02, 0.03, 0.03], [0.02, 0.00, -0.05], [0.02, 0.01, 0.00], [0.00, 0.00, -0.02], [0.02, 0.01, 0.00], [0.01, -0.03, -0.03], [-0.03, -0.04, -0.04], [0.02, -0.02, -0.01], [-0.01, 0.01, 0.03], [0.02, 0.00, -0.01], [0.00, 0.02, 0.04], [0.04, 0.27, 0.08], [0.83, 0.32, 0.32], [-0.06, 0.00, 0.05], [-1.36, 0.51, -0.78], [0.33, 0.16, 0.12], [0.44, -0.50, 0.15], [0.12, -0.21, 0.45], [0.09, -0.54, -0.94], [0.20, -0.05, 0.02], [-0.06, 0.00, 0.15], [0.07, -0.25, 0.24], [-0.02, -0.15, -0.01], [0.00, -0.01, -0.02], [-0.15, -0.09, -0.08], [0.00, 0.00, 0.01], [0.02, 0.00, 0.04], [-0.07, -0.01, 0.02], [-0.06, -0.18, -0.05], [-0.25, 0.07, 0.04]],
  "gap_ev": 8.27,
  "homo_energy_ev": -10.548,
  "charge": 1,
  "relative_energy_kj_mol": 57.98
}



Record 2
{
  "formula": "C38H36BiBrCl2NO5P2",
  "method": "ωB97M-V with the def2-TZVPD basis set",
  "elements": ["Bi", "C", "C", "P", "C", "C", "C", "C", "C", "C", "C", "C", "C", "C", "C", "C", "C", "P", "C", "C", "C", "C", "C", "C", "C", "C", "C", "C", "C", "C", "H", "H", "H", "H", "H", "H", "H", "H", "H", "H", "H", "H", "H", "H", "H", "H", "H", "H", "H", "H", "H", "H", "H", "H", "H", "H", "Br", "C", "C", "C", "C", "C", "C", "C", "O", "O", "H", "H", "H", "H", "Cl", "C", "Cl", "C", "O", "O", "H", "C", "C", "N", "O", "H", "H", "H", "H", "H"],
  "positions_angstrom": [[0.25254, 0.11028, -0.11365], [-2.54699, -0.16742, -2.73139], [-3.34814, 0.55918, -1.64140], [-2.32802, 1.05747, -0.16511], [-2.26748, 2.86771, -0.36689], [-3.40439, 3.64428, -0.13593], [-3.35213, 5.01682, -0.30460], [-2.17305, 5.62500, -0.71850], [-1.04748, 4.85783, -0.96718], [-1.09321, 3.48254, -0.79246], [-3.35899, 0.77193, 1.30019], [-4.17906, -0.35076, 1.38593], [-4.92780, -0.58024, 2.52853], [-4.85071, 0.29899, 3.59968], [-4.00796, 1.39905, 3.53183], [-3.25642, 1.63389, 2.39128], [-2.29656, -1.65223, -2.41927], [-0.69031, -1.99220, -1.58252], [0.54452, -2.13659, -2.91428], [0.25230, -2.24576, -4.26974], [1.27912, -2.40895, -5.18839], [2.59885, -2.45936, -4.76528], [2.89991, -2.33925, -3.41555], [1.87871, -2.17370, -2.49449], [-0.90854, -3.69435, -0.97592], [0.06107, -4.67550, -1.16347], [-0.16721, -5.96916, -0.71890], [-1.35876, -6.29376, -0.08929], [-2.31944, -5.31476, 0.11761], [-2.09189, -4.01824, -0.31293], [-1.59920, 0.35584, -2.90964], [-3.10990, -0.09938, -3.66272], [-4.18183, -0.06148, -1.31211], [-3.76213, 1.48354, -2.04291], [-4.32652, 3.17127, 0.17862], [-4.23264, 5.61452, -0.10813], [-2.13599, 6.69849, -0.84818], [-0.12517, 5.32788, -1.28200], [-0.20182, 2.89689, -0.98416], [-4.23494, -1.05489, 0.56406], [-5.57800, -1.44399, 2.58077], [-5.44070, 0.12293, 4.48929], [-3.93927, 2.07822, 4.37163], [-2.59178, 2.48690, 2.34851], [-2.32363, -2.25312, -3.32804], [-3.08716, -2.03728, -1.77513], [-0.76785, -2.20945, -4.62831], [1.04284, -2.50577, -6.23980], [3.39267, -2.59329, -5.48794], [3.92869, -2.38244, -3.08224], [2.09884, -2.10887, -1.43336], [0.99136, -4.44227, -1.66045], [0.59023, -6.72659, -0.87038], [-1.53779, -7.30823, 0.24121], [-3.24240, -5.56108, 0.62715], [-2.82991, -3.24968, -0.11916], [5.22236, 2.57867, 3.91341], [4.65327, 1.52654, 2.44149], [5.13470, 1.81491, 1.17454], [4.69904, 1.05761, 0.09906], [3.77803, 0.04051, 0.29056], [3.29882, -0.23773, 1.56862], [3.75258, 0.49933, 2.65542], [2.27061, -1.31082, 1.79157], [2.20821, -1.91943, 2.83868], [1.46279, -1.55937, 0.76590], [5.84498, 2.61671, 1.02842], [5.07512, 1.27202, -0.89268], [3.45346, -0.56812, -0.54354], [3.38639, 0.27257, 3.64735], [-0.56405, 4.35196, 2.94226], [0.89763, 3.33857, 2.93444], [1.02756, 2.41079, 4.43300], [0.80376, 2.41307, 1.71504], [1.44000, 2.67705, 0.70354], [-0.00999, 1.41625, 1.83403], [1.76094, 3.98953, 2.86084], [-1.16950, -2.97555, 2.88693], [-1.06500, -1.54273, 2.48604], [-0.88765, -0.67068, 3.45720], [-1.16988, -1.20453, 1.26650], [-1.52336, -3.07945, 3.91019], [-0.15125, -3.36959, 2.82527], [-1.79233, -3.53568, 2.20096], [-0.69638, -1.00000, 4.38763], [-0.69677, 0.30317, 3.23655]],
  "forces_ev_per_angstrom": [[0.46, -0.14, 0.92], [-0.05, -0.03, 0.12], [0.26, -0.16, 0.12], [-0.85, 0.63, -0.47], [0.10, -0.12, 0.08], [0.02, -0.01, 0.00], [-0.07, -0.02, 0.01], [0.02, -0.01, 0.01], [0.07, 0.07, -0.03], [-0.11, -0.17, -0.04], [0.16, -0.04, -0.04], [-0.01, 0.04, -0.03], [-0.03, -0.07, 0.00], [0.06, 0.02, 0.01], [-0.05, -0.02, 0.07], [0.02, 0.00, -0.08], [0.20, 0.20, 0.09], [-0.39, -0.72, -0.76], [0.02, 0.13, 0.22], [-0.04, 0.02, -0.03], [-0.04, 0.00, -0.04], [0.01, 0.01, 0.02], [0.05, -0.01, -0.03], [-0.09, 0.03, 0.02], [0.01, 0.13, 0.11], [-0.03, 0.05, 0.01], [0.02, -0.03, 0.01], [0.03, -0.02, -0.01], [-0.06, 0.02, 0.05], [0.05, 0.00, -0.02], [-0.04, 0.02, -0.11], [0.04, 0.02, -0.02], [-0.03, 0.02, -0.03], [-0.04, 0.01, 0.05], [-0.02, 0.04, 0.05], [0.00, 0.00, -0.03], [0.01, 0.00, 0.01], [-0.01, -0.01, -0.01], [0.01, 0.10, 0.03], [-0.03, 0.00, 0.02], [0.01, 0.00, 0.00], [-0.01, 0.00, -0.01], [0.03, 0.01, -0.02], [-0.02, 0.02, 0.00], [-0.02, -0.06, 0.04], [0.01, 0.00, -0.02], [0.01, -0.02, 0.00], [0.01, 0.02, 0.00], [0.00, 0.00, 0.00], [-0.01, 0.00, 0.01], [0.07, -0.02, -0.01], [0.02, 0.01, -0.03], [0.00, 0.00, -0.01], [0.00, 0.01, 0.01], [-0.01, 0.01, -0.03], [-0.04, -0.06, 0.04], [-0.05, -0.06, -0.08], [0.01, 0.09, 0.13], [0.03, 0.01, -0.05], [0.00, 0.02, -0.04], [-0.07, -0.03, 0.08], [-0.09, 0.07, -0.16], [-0.06, 0.01, 0.05], [0.08, -0.36, 0.09], [-0.14, 0.16, -0.09], [-0.01, 0.42, 0.08], [-0.02, 0.01, 0.03], [0.02, -0.02, 0.01], [-0.01, 0.04, -0.04], [0.01, -0.01, -0.01], [0.03, 0.06, -0.04], [-0.10, -0.12, -0.04], [0.04, -0.02, 0.04], [0.03, 0.08, -0.11], [0.03, -0.11, 0.26], [0.19, -0.27, -0.21], [0.00, -0.02, -0.06], [0.24, 0.00, -0.04], [-0.28, -0.01, -0.24], [0.19, 0.26, -0.15], [0.33, -0.02, 0.41], [-0.03, -0.03, -0.01], [0.03, -0.06, -0.02], [-0.07, 0.02, -0.04], [-0.05, -0.02, 0.03], [0.06, -0.01, -0.06]],
  "gap_ev": 7.98,
  "homo_energy_ev": -11.092,
  "charge": 1,
  "relative_energy_kj_mol": 0.00
}